1.
# C4H10N2

C4H10N2 in the gas phase at a distorted geometry (ωB97M-V/def2-TZVPD, the Open Molecules 2025 dataset).

Element x y z (Å)
C 0.12 1.49 -1.28
C 0.14 1.15 0.20
C -0.59 -0.12 0.69
C 0.03 -1.62 0.14
N 0.67 -1.45 -1.05
N -0.37 -0.24 1.99
H 0.39 0.60 -1.84
H 0.84 2.24 -1.55
H -0.89 1.76 -1.57
H -0.23 1.95 0.86
H 1.17 1.05 0.60
H 0.63 -2.09 0.91
H 1.67 -1.53 -0.87
H -0.81 -2.25 -0.12
H -1.10 -0.86 2.37
H -1.67 -0.08 0.52

For the energy above the lowest of the compared OMol25 structures with the same formula, charge and spin, the calculation gives 5.052 eV. Its frontier orbital gap is 7.275 eV. The value obtained for the strongest force on any atom is 0.1034 hartree/bohr. The calculation puts the total energy at -7285.5678 eV. The total charge is 0. For the LUMO energy, the calculation gives -1.343 eV. For the HOMO energy, the calculation gives -8.618 eV.


2.
# C3H9NO2

3 unconnected molecules or ions with the total composition C3H9NO2 at a distorted geometry (ωB97M-V/def2-TZVPD, the Open Molecules 2025 dataset).

Element x y z (Å)
C -0.85 -0.61 0.61
C -0.41 0.84 0.73
C -0.38 1.68 -0.32
O 1.75 -0.61 1.53
N 0.13 -1.34 -0.15
H -1.80 -0.71 0.09
H -0.96 -1.05 1.59
H -0.22 1.14 1.77
H -0.55 1.31 -1.32
H -0.20 2.72 -0.08
H 0.10 -1.00 -1.21
H 1.06 -1.11 0.38
H 2.60 -0.93 1.88
H -0.19 -0.25 -3.23
O -0.10 -0.06 -2.25

For the energy above the lowest of the compared OMol25 structures with the same formula, charge and spin, the calculation gives 9.493 eV. Its frontier orbital gap is 4.925 eV. The value obtained for the strongest force on any atom is 0.0483 hartree/bohr. The calculation puts the total energy at -8833.4618 eV. The total charge is 0. For the LUMO energy, the calculation gives -4.371 eV. For the HOMO energy, the calculation gives -9.296 eV.


3.
# C10H9ClN2

A gas-phase ion, C10H9ClN2 (charge +2) at a distorted geometry (ωB97M-V/def2-TZVPD, the Open Molecules 2025 dataset).

Element x y z (Å)
Cl 5.63 -0.37 0.98
N 3.91 -0.19 0.76
C 3.35 -0.82 -0.51
C 1.74 -0.67 -0.82
C 0.76 0.12 0.25
C -0.86 0.18 -0.12
C -1.50 -1.23 -0.73
C -3.11 -1.24 -1.08
N -3.99 0.00 -0.84
C -3.42 1.33 -0.31
C -1.81 1.51 0.08
C 1.45 0.75 1.60
C 3.09 0.56 1.79
H 4.01 -1.40 -1.29
H 1.24 -1.13 -1.77
H -0.78 -2.17 -0.90
H -3.55 -2.25 -1.53
H -5.03 -0.05 -1.05
H -4.15 2.23 -0.15
H -1.34 2.51 0.48
H 0.79 1.34 2.40
H 3.58 1.01 2.76

Its frontier orbital gap is 7.709 eV. The value obtained for the strongest force on any atom is 0.0978 hartree/bohr. The calculation puts the total energy at -25987.2666 eV. The total charge is +2. For the LUMO energy, the calculation gives -9.020 eV. For the HOMO energy, the calculation gives -16.729 eV.


4.
# C2H10N4O

2 unconnected molecules or ions with the total composition C2H10N4O at a distorted geometry (ωB97M-V/def2-TZVPD, the Open Molecules 2025 dataset).

Element x y z (Å)
C 1.60 -0.27 0.23
C -0.17 2.65 -0.50
N 2.85 0.32 0.26
N 1.55 -1.64 0.30
N 0.40 0.42 -0.14
N -2.27 -0.55 0.02
O 0.53 1.75 -0.04
H -0.93 2.52 -1.19
H -2.78 -0.83 0.85
H 0.40 3.56 -0.33
H 3.74 -0.33 0.26
H 3.18 1.25 0.41
H 2.28 -2.22 0.45
H 0.59 -1.99 0.36
H -2.90 0.27 -0.23
H -2.50 -1.25 -0.81
H -1.31 -0.21 0.00

For the energy above the lowest of the compared OMol25 structures with the same formula, charge and spin, the calculation gives 0.936 eV. Its frontier orbital gap is 9.073 eV. The value obtained for the strongest force on any atom is 0.1215 hartree/bohr. The calculation puts the total energy at -10223.6459 eV. The total charge is +2. For the LUMO energy, the calculation gives -9.020 eV. For the HOMO energy, the calculation gives -18.093 eV.


5.
# CHNO4

CHNO4 in the gas phase at a distorted geometry (ωB97M-V/def2-TZVPD, the Open Molecules 2025 dataset).

Element x y z (Å)
C 1.15 0.33 0.02
N -1.22 -0.26 -0.01
O -0.11 0.77 0.02
O 2.09 1.02 -0.21
O -2.15 0.13 0.57
O -0.97 -1.22 -0.62
H 1.21 -0.77 0.21

As for the SMILES: O=CO[N+](=O)[O-]. For the energy above the lowest of the compared OMol25 structures with the same formula, charge and spin, the calculation gives 2.404 eV. Its frontier orbital gap is 10.980 eV. The value obtained for the strongest force on any atom is 0.0468 hartree/bohr. The calculation puts the total energy at -10728.7569 eV. The total charge is 0. For the LUMO energy, the calculation gives -0.467 eV. For the HOMO energy, the calculation gives -11.446 eV.


6.
# C26H31F7N7O8S3

4 unconnected molecules or ions with the total composition C26H31F7N7O8S3 at a distorted geometry (ωB97M-V/def2-TZVPD, the Open Molecules 2025 dataset).

Element x y z (Å)
N -4.82 -1.20 -4.94
C -3.66 -1.62 -4.15
N -2.85 -0.48 -3.72
C -1.75 0.01 -4.28
N -1.32 1.08 -3.63
C -0.15 1.91 -3.97
C 0.61 2.47 -2.77
C 2.08 2.01 -2.72
S 2.88 2.61 -1.23
C 2.50 1.38 -0.05
S 1.70 0.00 -0.41
N 2.95 1.70 1.25
C 3.41 0.57 2.02
C 2.85 0.23 3.24
C 3.33 -0.84 3.97
C 4.39 -1.59 3.49
C 4.96 -1.24 2.27
C 4.47 -0.17 1.54
C 2.01 2.58 1.93
C 0.65 2.29 2.00
C -0.22 3.15 2.67
C 0.27 4.31 3.27
C 1.63 4.59 3.20
C 2.49 3.74 2.52
C -2.17 1.30 -2.57
C -3.10 0.32 -2.63
S -4.38 0.23 -1.42
O -5.64 -0.17 -2.00
O -4.39 1.52 -0.80
C -3.94 -0.97 -0.04
F -4.52 -2.15 -0.22
F -4.51 -0.41 1.03
C -2.43 -1.11 0.27
F -2.30 -1.73 1.43
F -1.90 0.11 0.37
C -1.63 -1.91 -0.83
F -0.83 -1.13 -1.54
F -2.45 -2.54 -1.68
F -0.89 -2.83 -0.24
H -5.65 -1.54 -4.48
H -4.92 -0.19 -4.90
H -4.03 -2.11 -3.25
H -3.05 -2.35 -4.67
H -1.30 -0.43 -5.16
H -0.49 2.72 -4.61
H 0.53 1.29 -4.55
H 0.65 3.55 -2.84
H 0.17 2.21 -1.80
H 2.63 2.49 -3.53
H 2.18 0.93 -2.81
H 2.04 0.79 3.67
H 2.87 -1.10 4.91
H 4.74 -2.42 4.08
H 5.79 -1.81 1.89
H 4.95 0.05 0.60
H 0.26 1.40 1.54
H -1.28 2.93 2.73
H -0.41 4.97 3.78
H 1.99 5.48 3.69
H 3.54 3.96 2.45
H -2.08 2.12 -1.87
C -8.25 1.36 -2.84
N -9.26 1.04 -3.89
O -9.33 -0.12 -4.26
O -9.93 1.95 -4.30
H -7.73 0.45 -2.57
H -7.57 2.10 -3.26
H -8.78 1.77 -1.99
C 3.96 -4.69 -0.63
N 4.94 -3.57 -0.67
O 4.50 -2.44 -0.77
O 6.11 -3.86 -0.59
H 2.96 -4.28 -0.70
H 4.18 -5.35 -1.47
H 4.10 -5.21 0.31
C 5.82 -2.85 7.85
N 4.80 -2.26 6.94
O 3.89 -2.98 6.58
O 4.96 -1.11 6.60
H 5.55 -3.87 8.06
H 6.78 -2.78 7.35
H 5.82 -2.25 8.76

Its frontier orbital gap is 6.405 eV. The value obtained for the strongest force on any atom is 0.0500 hartree/bohr. The calculation puts the total energy at -105787.2882 eV. The total charge is +1. For the LUMO energy, the calculation gives -3.758 eV. For the HOMO energy, the calculation gives -10.162 eV.


7.
# C4H14N2O2

4 unconnected molecules or ions with the total composition C4H14N2O2 at a distorted geometry (ωB97M-V/def2-TZVPD, the Open Molecules 2025 dataset).

Element x y z (Å)
C -1.17 -1.22 -0.19
C -0.87 -0.50 1.14
C 0.34 0.40 1.12
N 0.02 1.73 0.70
C 0.43 2.14 -0.63
N 1.60 1.57 -1.24
H -2.20 -1.58 -0.20
H -0.54 -2.10 -0.31
H -0.98 -0.66 -1.13
H -1.73 0.12 1.44
H -0.95 -1.36 1.91
H 1.11 -0.14 0.54
H 0.82 0.43 2.10
H -1.16 0.82 -0.18
H 0.60 3.24 -0.54
H -0.24 2.05 -1.50
H 2.26 1.34 -0.50
H -0.97 -3.34 2.84
O -1.04 -2.99 1.95
H 1.27 -1.03 -2.99
H 1.37 0.69 -1.83
O 0.69 -0.41 -2.52

For the energy above the lowest of the compared OMol25 structures with the same formula, charge and spin, the calculation gives 13.238 eV. Its frontier orbital gap is 3.564 eV. The value obtained for the strongest force on any atom is 0.0941 hartree/bohr. The calculation puts the total energy at -11437.4523 eV. The total charge is 0. For the LUMO energy, the calculation gives -4.717 eV. For the HOMO energy, the calculation gives -8.281 eV.


8.
# C3H3NO2

2 unconnected molecules or ions with the total composition C3H3NO2 at a distorted geometry (ωB97M-V/def2-TZVPD, the Open Molecules 2025 dataset).

Element x y z (Å)
C -1.66 -0.15 -0.26
C 1.03 -0.67 -0.32
C -0.32 -0.17 0.03
N -2.80 -0.16 -0.28
O 0.38 -0.80 0.91
O 0.12 1.80 0.16
H 1.15 -1.59 -0.94
H 1.82 0.04 -0.44
H 0.31 1.69 1.13

For the energy above the lowest of the compared OMol25 structures with the same formula, charge and spin, the calculation gives 5.387 eV. Its frontier orbital gap is 9.902 eV. The value obtained for the strongest force on any atom is 0.1233 hartree/bohr. The calculation puts the total energy at -8739.7440 eV. The total charge is 0. For the LUMO energy, the calculation gives -0.656 eV. For the HOMO energy, the calculation gives -10.558 eV.


9.
# C26H44F6Ge2NO8PPdS2

A molecular structure, C26H44F6Ge2NO8PPdS2 (ωB97M-V/def2-TZVPD, the Open Molecules 2025 dataset).

Element x y z (Å)
Pd -0.99 -0.66 -0.19
F -4.65 -4.01 2.25
C -3.33 -4.06 2.15
F -2.97 -5.18 1.55
F -2.80 -4.04 3.38
S -2.70 -2.60 1.22
O -3.11 -1.45 1.97
O -1.27 -2.82 1.08
N -3.50 -2.81 -0.10
S -3.04 -2.40 -1.52
O -1.71 -2.83 -1.86
O -3.38 -1.05 -1.86
C -4.17 -3.45 -2.53
F -3.92 -3.20 -3.82
F -5.44 -3.17 -2.27
F -3.95 -4.74 -2.29
C 3.64 1.85 -1.71
C 3.12 1.24 -0.44
Ge -0.43 0.65 -2.11
C -1.24 0.32 -3.88
C -0.39 0.93 -5.00
C -0.26 2.55 -1.75
C -0.68 2.99 -0.55
Ge -1.72 1.63 0.47
C -1.35 1.55 2.41
C -1.73 2.76 3.26
C -3.65 1.68 0.04
C -4.36 3.01 0.27
C -0.43 4.36 -0.07
C 0.77 5.01 -0.38
C 1.01 6.31 0.06
C 0.05 6.98 0.81
C -1.14 6.34 1.13
C -1.37 5.04 0.70
H 3.86 2.91 -1.55
H 2.89 1.77 -2.49
H 4.55 1.36 -2.04
H 2.23 1.76 -0.08
H 3.88 1.24 0.35
H -2.24 0.78 -3.86
H -1.37 -0.75 -4.01
H -0.24 2.00 -4.86
H -0.86 0.78 -5.97
H 0.60 0.46 -5.04
H 0.20 3.24 -2.46
H -0.29 1.33 2.52
H -1.89 0.67 2.75
H -1.14 3.64 3.00
H -1.57 2.55 4.32
H -2.79 3.02 3.15
H -4.09 0.88 0.64
H -3.75 1.37 -1.00
H -4.31 3.33 1.32
H -5.42 2.93 0.01
H -3.93 3.80 -0.34
H 1.53 4.48 -0.95
H 1.94 6.79 -0.18
H 0.24 7.99 1.15
H -1.89 6.85 1.71
H -2.30 4.55 0.95
C 1.39 -4.49 -1.05
C 2.11 -3.19 -1.32
C 1.80 -2.65 -2.71
C 3.60 -3.29 -1.07
O 1.49 -2.25 -0.36
P 2.00 -0.97 0.37
O 2.77 -0.14 -0.73
O 0.86 -0.26 0.99
O 3.14 -1.33 1.39
C 2.91 -1.82 2.77
C 2.48 -0.65 3.64
C 4.28 -2.34 3.18
C 1.87 -2.93 2.76
H 1.68 -5.23 -1.79
H 0.31 -4.34 -1.11
H 1.64 -4.88 -0.06
H 2.22 -3.32 -3.46
H 2.23 -1.66 -2.84
H 0.72 -2.60 -2.84
H 4.03 -4.02 -1.75
H 3.80 -3.63 -0.05
H 4.10 -2.34 -1.23
H 3.19 0.18 3.54
H 2.47 -0.96 4.69
H 1.48 -0.31 3.37
H 5.01 -1.54 3.18
H 4.61 -3.12 2.50
H 4.22 -2.76 4.19
H 0.91 -2.58 2.38
H 1.72 -3.28 3.78
H 2.22 -3.77 2.16

For the energy above the lowest of the compared OMol25 structures with the same formula, charge and spin, the calculation gives 0.000 eV. Its frontier orbital gap (alpha / beta) is 7.077 / 7.665 eV. As for the expectation value of S²: 2.011. The value obtained for the strongest force on any atom is 0.0103 hartree/bohr. The spin multiplicity is 3. The calculation puts the total energy at -209323.7746 eV. The total charge is 0. For the LUMO energy (alpha / beta), the calculation gives 0.199 / -1.024 eV. For the HOMO energy (alpha / beta), the calculation gives -6.878 / -8.689 eV.


10.
# C8H21BN4O4PS

2 unconnected molecules or ions with the total composition C8H21BN4O4PS at a distorted geometry (ωB97M-V/def2-TZVPD, the Open Molecules 2025 dataset).

Element x y z (Å)
C 4.64 -2.77 2.52
N 3.77 -1.63 2.15
C 3.93 -1.34 0.71
B 2.46 -1.75 2.64
O 2.08 -2.49 3.72
N 1.40 -0.85 2.00
C 1.43 0.48 2.02
N 0.39 0.95 1.33
C -0.33 -0.10 0.85
C 0.29 -1.25 1.27
P -0.18 -2.96 0.91
N 0.39 -3.44 -0.46
H 4.19 -3.72 2.24
H 4.77 -2.77 3.60
H 5.61 -2.65 2.06
H 3.35 -0.48 0.39
H 3.66 -2.19 0.09
H 4.97 -1.11 0.51
H 2.16 -3.44 3.61
H 2.18 1.07 2.51
H 0.17 1.91 1.16
H -1.20 -0.01 0.24
H -1.57 -2.86 0.99
H 0.20 -3.69 2.05
H 0.97 -4.27 -0.37
O -2.09 2.33 -0.93
S -2.42 2.07 -2.31
O -1.58 2.59 -3.34
O -3.92 2.45 -2.57
C -4.36 3.79 -2.22
C -3.94 4.82 -3.24
C -2.59 0.33 -2.53
H -4.00 4.03 -1.22
H -5.45 3.71 -2.17
H -2.86 4.96 -3.24
H -4.42 5.78 -3.01
H -4.24 4.51 -4.24
H -3.26 -0.06 -1.77
H -1.60 -0.11 -2.45
H -3.00 0.15 -3.52

Its frontier orbital gap is 9.536 eV. The value obtained for the strongest force on any atom is 0.0376 hartree/bohr. The calculation puts the total energy at -43582.7383 eV. The total charge is +1. For the LUMO energy, the calculation gives -2.910 eV. For the HOMO energy, the calculation gives -12.447 eV.


11.
# C28H30AsBrErN4O6PS4

A molecular structure, C28H30AsBrErN4O6PS4 at a distorted geometry (ωB97M-V/def2-TZVPD, the Open Molecules 2025 dataset).

Element x y z (Å)
Er 0.36 1.23 -0.15
Br -5.18 -3.98 -1.94
C -3.58 -3.03 -1.51
C -2.46 -3.16 -2.32
C -1.31 -2.46 -2.02
C -1.23 -1.58 -0.90
O -0.14 -0.95 -0.65
C -2.39 -1.47 -0.10
C -2.46 -0.58 1.05
N -1.58 0.29 1.41
C -1.88 1.12 2.52
C -3.16 1.41 2.95
C -3.37 2.34 4.00
C -2.31 2.97 4.58
C -0.99 2.70 4.15
C 0.13 3.41 4.64
C 1.37 3.11 4.16
C 1.49 2.08 3.20
N 0.48 1.44 2.68
C -0.77 1.76 3.14
C -3.54 -2.20 -0.41
H -2.50 -3.79 -3.20
H -0.43 -2.55 -2.65
H -3.36 -0.73 1.66
H -4.02 1.00 2.44
H -4.39 2.57 4.30
H -2.47 3.72 5.35
H -0.02 4.21 5.35
H 2.25 3.67 4.45
H 2.48 1.83 2.83
H -4.42 -2.10 0.23
O 0.80 1.40 -2.38
N -0.04 1.08 -3.27
N -1.23 1.00 -2.82
O -1.53 1.23 -1.57
C -2.25 0.52 -3.70
C -2.02 0.40 -5.07
C -3.03 -0.12 -5.87
C -4.25 -0.51 -5.32
C -4.45 -0.37 -3.95
C -3.46 0.15 -3.14
H -1.07 0.70 -5.48
H -2.86 -0.22 -6.93
H -5.02 -0.93 -5.95
H -5.39 -0.69 -3.51
H -3.58 0.26 -2.07
S 1.42 6.12 1.49
As 0.63 5.17 -0.29
S -0.77 3.56 0.51
S 2.82 2.43 0.31
S 2.35 3.88 -1.13
C 6.42 0.26 1.70
C 4.97 0.00 2.02
O 4.37 -0.60 0.87
P 2.73 -0.65 0.81
O 2.59 -2.25 1.20
C 1.36 -2.64 1.84
C 1.28 -4.15 1.79
O 2.55 -0.62 -0.78
C 3.25 -1.44 -1.71
C 2.61 -1.26 -3.06
H 6.92 0.74 2.55
H 6.49 0.92 0.84
H 6.94 -0.67 1.47
H 4.46 0.94 2.24
H 4.87 -0.67 2.88
H 0.51 -2.19 1.33
H 1.37 -2.28 2.87
H 1.28 -4.49 0.76
H 0.37 -4.50 2.27
H 2.14 -4.60 2.30
H 3.21 -2.48 -1.37
H 4.30 -1.12 -1.73
H 1.56 -1.57 -3.04
H 3.14 -1.84 -3.82
H 2.62 -0.21 -3.35

Its frontier orbital gap is 4.010 eV. As for the expectation value of S²: 3.752. The value obtained for the strongest force on any atom is 0.0211 hartree/bohr. The spin multiplicity is 4. The calculation puts the total energy at -258907.3427 eV. The total charge is -2. For the LUMO energy, the calculation gives 3.534 eV. For the HOMO energy, the calculation gives -0.476 eV.


12.
# C4H11NOS

2 unconnected molecules or ions with the total composition C4H11NOS at a distorted geometry (ωB97M-V/def2-TZVPD, the Open Molecules 2025 dataset).

Element x y z (Å)
C 0.05 0.85 1.25
C -1.01 -1.09 -0.39
C 1.18 0.95 1.87
C -2.29 -1.07 0.28
N -0.74 1.64 -1.28
O 2.96 1.09 -1.93
S 0.06 0.15 -0.42
H -0.96 1.10 1.58
H -0.67 -1.83 -1.10
H 1.98 0.84 1.10
H 1.19 1.21 2.95
H 3.00 1.08 -2.95
H -2.77 -0.03 0.51
H -3.03 -1.81 -0.23
H -2.15 -1.45 1.23
H -0.23 2.44 -1.35
H -0.99 1.29 -2.23
H 2.19 0.62 -1.62

For the energy above the lowest of the compared OMol25 structures with the same formula, charge and spin, the calculation gives 1.918 eV. Its frontier orbital gap (alpha / beta) is 4.836 / 7.644 eV. As for the expectation value of S²: 2.013. The value obtained for the strongest force on any atom is 0.1206 hartree/bohr. The spin multiplicity is 3. The calculation puts the total energy at -18691.7361 eV. The total charge is 0. For the LUMO energy (alpha / beta), the calculation gives 0.636 / -1.258 eV. For the HOMO energy (alpha / beta), the calculation gives -4.200 / -8.902 eV.